Entry 1:
The following is a quantum chemistry calculation of a 2-piece molecular cluster, C6H10N3O2S overall at a distorted geometry, from OMol25.

* net charge: +1
* lowest unoccupied orbital energy (alpha / beta): -7.1 / -5.6 eV
* HOMO-LUMO gap (alpha / beta): 5.86 / 8.06 eV
* HOMO level (alpha / beta): -12.9868 / -13.6244 eV
* electronic energy: -25773.11108 eV

Cartesian coordinates (Å):
C 0.15364 1.76307 -0.12117
N -3.80360 -0.10220 0.20792
O 0.96029 2.80360 0.03932
C 1.21343 -1.64754 0.40842
H 3.57516 -1.27880 0.33317
N -3.88895 1.13214 0.05326
H 1.13425 -1.80940 1.50709
C 2.30900 0.45230 -0.19696
H -0.80152 -0.87685 0.39336
C 2.53347 -1.07579 -0.04576
H 0.48360 3.59755 0.15655
H 2.59372 1.10692 0.63707
S -1.51240 1.98344 0.16829
C -3.92875 -1.25749 -0.12878
C 0.13198 -0.67007 -0.26308
H 2.65435 -1.30709 -1.11053
H 1.16204 -2.57316 -0.15446
O -4.02844 -2.40086 -0.10581
N 0.79296 0.57801 -0.16910
H 2.63220 0.82519 -1.12017
H -0.11129 -0.81427 -1.37383
H -4.25515 1.57131 0.88520

Entry 2:
The following is a quantum chemistry calculation of a 2-piece molecular cluster, C5H14N2O overall at a distorted geometry, from OMol25.

* net charge: 0
* lowest unoccupied orbital energy: 0.9 eV
* SMILES string: CCCC/N=C\N.O
* HOMO-LUMO gap: 10.35 eV
* HOMO level: -9.4901 eV
* electronic energy: -10439.74750 eV

Cartesian coordinates (Å):
C -2.00892 0.15484 0.36158
H 2.71786 0.65010 -0.77275
C 2.19607 -0.08227 -0.16793
O 0.64845 2.63575 -0.90945
H -2.08248 0.40235 1.41780
C 0.21015 -1.11133 0.50552
H -3.93813 -0.84413 0.17270
H 0.30910 -0.95686 1.58484
H -4.01540 0.96411 -0.05630
H 0.19274 2.99549 -1.67998
H -1.56482 1.00613 -0.14163
H 3.95967 -0.81479 0.58612
N 2.96028 -0.82450 0.70648
H -1.25459 -1.30979 -0.99616
C -3.44905 0.04350 -0.16335
H -3.43737 -0.04321 -1.26025
C -1.25907 -1.13074 0.08086
N 0.92893 -0.09125 -0.23446
H 2.61356 -1.74349 0.93803
H -1.75072 -1.98620 0.54939
H 0.51470 1.67038 -1.00444
H 0.61449 -2.10443 0.26224